(1)
Below is a structure of composition C4H11NO2 at a distorted geometry, with properties calculated with ωB97M-V/def2-TZVPD.

Element x y z (Å)
C 1.4601 1.2805 -0.0775
N 0.5390 0.3319 -0.7049
C 0.7582 -1.5530 -0.2218
O 1.0857 -1.5133 1.1359
O 1.4271 -2.2660 -0.9815
H 1.7907 -2.1752 1.2258
H 0.7084 0.3143 -1.7096
H 2.4884 0.9073 -0.1031
H 1.1843 1.4164 0.9697
H 1.4432 2.2326 -0.6144
C -1.3055 0.5196 -0.5604
C -1.9134 0.1836 0.7696
H -2.4910 -0.7418 0.7205
H -2.5857 0.9924 1.0832
H -1.1472 0.0489 1.5380
H -1.3037 1.5845 -0.7731
H -1.7519 0.0031 -1.4083
H -0.3867 -1.5658 -0.2882

Force components x, y, z for each atom (eV/Å):
C -0.79 0.40 -0.03
N -2.41 -0.71 0.17
C -2.07 -2.52 -0.14
O 0.23 0.47 -0.25
O -0.09 1.53 0.41
H 0.00 0.31 -0.10
H -0.21 -0.09 0.13
H -0.23 -0.28 -0.10
H 0.04 0.07 -0.10
H 0.04 0.17 0.28
C 3.42 1.29 -0.68
C 0.21 -0.23 0.37
H 0.12 0.07 0.04
H 0.19 -0.18 -0.05
H -0.09 0.07 -0.03
H -0.29 0.07 0.04
H 0.58 -0.24 0.02
H 1.35 -0.20 0.02

The energy relative to the best compared isomer or geometry (same formula, charge and spin) comes out at 74.5 kcal/mol. The HOMO energy comes out at -8.719 eV. As for the gap between HOMO and LUMO: 9.5 eV.

Results of the Mulliken charge analysis, in e, for atoms 1 through 4: C -0.90; N -0.41; C 0.60; O -0.44

---

(2)
Below is the molecule C5H5ClO at a distorted geometry, with properties calculated with ωB97M-V/def2-TZVPD.

Element x y z (Å)
C 0.0292 0.0255 0.6678
C 0.9222 -0.7413 -0.3038
C 0.2332 0.5203 1.9482
C -0.9846 0.2979 -0.4841
C -0.0272 -0.3253 -1.4536
O -0.5680 1.0967 2.6102
Cl 2.2461 -1.6271 -0.3494
H 1.2009 0.2535 2.3303
H -1.9826 -0.1972 -0.2343
H -1.2364 1.3948 -0.5013
H 0.2784 0.5087 -2.0466
H -0.1111 -1.2065 -2.1833

Force components x, y, z for each atom (eV/Å):
C -0.40 -0.19 -1.65
C -3.57 2.38 -1.26
C 2.12 -1.83 -1.67
C -2.14 -0.35 3.51
C 1.95 -1.68 -1.21
O -2.94 2.23 2.16
Cl 2.11 -1.32 0.34
H 1.08 -0.17 0.63
H 1.23 0.32 -0.54
H 0.49 -1.01 -0.59
H 1.08 0.42 -0.78
H -1.02 1.19 1.05

The multiplicity is 3. The energy relative to the best compared isomer or geometry (same formula, charge and spin) comes out at 0.0 kcal/mol. The HOMO energy (spin up / spin down) comes out at -6.845 / -9.566 eV. As for the gap between HOMO and LUMO (spin up / spin down): 7.6 / 7.2 eV.

Results of the Mulliken charge analysis, in e, for atoms 1 through 4: C 0.31; C -0.02; C -0.07; C -0.46

---

(3)
Below is the molecule C28H48BIN4O3P2 at a distorted geometry, with properties calculated with ωB97M-V/def2-TZVPD.

Element x y z (Å)
C 4.5661 -2.2535 0.6659
C 4.7281 -1.4088 1.9984
C 4.0585 0.0367 1.9033
C 2.8226 0.2034 2.8848
C 2.8121 1.6139 3.6242
C 1.4297 2.4016 3.4473
C 1.6031 3.8103 2.7452
C 0.6957 4.0276 1.4709
C 0.6248 2.7560 0.5532
N -0.5231 2.0397 0.6088
C -0.5022 0.8977 -0.1883
C -1.7285 0.0310 -0.1557
C -2.9550 0.4751 0.7176
C -3.1146 -0.3735 2.0347
C -4.3174 0.2774 2.8632
C -5.7073 -0.3578 2.5054
O -6.1671 -1.2553 3.5501
C -1.8115 -1.2312 -0.9200
P -3.3916 -2.2077 -0.7442
C -4.4179 -2.2490 -2.3141
C -3.7770 -2.9851 -3.5682
C -3.1150 -3.9137 0.0012
C -3.6057 -5.1347 -0.8751
C -0.6055 -1.6108 -1.7288
C -0.5914 -2.9472 -2.5279
C -0.6068 -2.6603 -4.0856
O -0.8250 -1.5383 -4.4323
I -0.2964 -4.1784 -5.5892
C 0.5829 -0.7427 -1.7850
P 2.0818 -1.1844 -2.8419
N 2.1654 -0.1654 -4.0685
C 0.6648 0.5406 -1.0025
N 1.8445 1.2646 -1.1275
C 1.7730 2.3620 -0.3272
B 3.0919 3.3213 -0.3122
O 4.0846 3.2278 0.6713
N 3.2506 4.2965 -1.4190
C 1.9548 4.8334 -1.9071
C 3.8386 3.5472 -2.5880
H 5.2035 -1.8170 -0.1492
H 3.4899 -2.3111 0.3294
H 4.9274 -3.3080 0.8534
H 5.8417 -1.2770 2.1403
H 4.3648 -1.9745 2.8949
H 4.8822 0.7723 2.1403
H 3.7823 0.2381 0.8266
H 2.9155 -0.6046 3.6693
H 1.8541 0.0283 2.3472
H 3.6875 2.2217 3.2555
H 3.0290 1.4064 4.7113
H 1.0762 2.6028 4.5037
H 0.6559 1.7357 2.9898
H 2.6982 3.9653 2.5494
H 1.3179 4.6006 3.4992
H -0.3460 4.2448 1.8465
H 1.0575 4.9412 0.9307
H -2.8956 1.5537 1.0225
H -3.8707 0.3452 0.0684
H -3.4029 -1.4412 1.8649
H -2.1842 -0.3683 2.6699
H -4.1189 0.1254 3.9628
H -4.3481 1.3864 2.6681
H -6.4832 0.4606 2.4289
H -5.7264 -0.9132 1.5291
H -7.1233 -1.3446 3.4054
H -4.7160 -1.2162 -2.6500
H -5.3784 -2.7959 -2.0779
H -3.1889 -3.9016 -3.3267
H -3.2316 -2.2260 -4.1803
H -4.6418 -3.3356 -4.2125
H -3.7269 -3.9389 0.9522
H -2.0437 -3.9936 0.3401
H -4.6167 -4.9502 -1.3217
H -2.8117 -5.3548 -1.6341
H -3.7113 -6.0494 -0.2222
H 0.4118 -3.4310 -2.3222
H -1.3597 -3.6864 -2.1942
H 1.9710 -2.4871 -3.4073
H 3.2375 -1.0737 -1.9901
H 1.3858 0.4960 -4.0344
H 4.6690 4.0067 0.5745
H 1.3049 4.0757 -2.4312
H 1.3379 5.3450 -1.1256
H 2.2001 5.6202 -2.6813
H 4.7655 4.0710 -2.9577
H 4.1149 2.4841 -2.3339
H 3.1298 3.5067 -3.4590

Force components x, y, z for each atom (eV/Å):
C 0.03 -0.30 0.69
C 0.42 0.22 -0.88
C 0.47 -0.56 0.08
C 0.77 0.13 0.13
C -0.24 -0.50 -0.28
C 0.75 0.21 1.37
C -0.08 -0.09 0.54
C 0.05 -0.53 0.24
C -0.76 -0.58 -0.45
N 2.61 0.01 -1.26
C -0.45 -0.85 -0.28
C 0.27 -1.16 -0.90
C 0.41 -0.47 -0.32
C -0.82 0.76 0.71
C 0.37 -0.64 -0.02
C -0.70 0.72 0.04
O 0.04 0.36 -0.51
C 2.36 1.78 -0.11
P -1.06 1.23 0.86
C 0.54 -1.29 -1.23
C -1.46 0.41 -0.51
C -0.29 -0.71 0.09
C 0.69 -0.12 0.69
C 0.68 1.74 0.66
C 1.50 -0.31 0.16
C -0.92 1.74 1.22
O 0.33 -1.19 -0.40
I 0.02 0.00 0.57
C -1.71 -1.26 1.29
P -0.88 3.10 -1.25
N -0.12 -0.60 0.78
C -1.18 -2.45 -1.15
N -2.63 1.56 2.66
C 0.59 0.02 0.82
B 0.44 0.09 0.00
O -1.05 0.50 -1.18
N -1.12 -1.02 -0.33
C -0.28 1.06 -0.76
C 1.05 -0.06 -0.53
H -0.72 -0.33 0.68
H 1.08 0.14 0.32
H -0.39 1.05 -0.32
H -1.13 -0.15 -0.02
H 0.14 0.46 -0.85
H -1.11 -0.55 -0.07
H 0.13 -0.17 1.11
H -0.23 0.81 -0.83
H 0.81 0.17 0.38
H -1.04 -0.49 0.25
H -0.39 0.39 -1.02
H 0.12 -0.21 -1.18
H 0.70 0.69 0.15
H -1.15 -0.15 -0.13
H 0.25 -0.67 -0.88
H 1.00 -0.36 -0.64
H -0.32 -0.87 0.27
H 0.25 -1.06 -0.47
H 0.87 0.12 0.84
H 0.46 0.90 -0.18
H -0.75 0.16 -0.81
H -0.44 0.17 -1.06
H 0.02 -1.08 0.24
H 0.84 -0.62 -0.06
H 0.44 0.54 0.69
H 0.51 -0.11 0.19
H 0.45 -0.89 0.75
H 1.03 0.68 0.19
H -0.33 0.97 -0.16
H -0.10 -0.94 0.55
H 0.99 0.32 0.51
H 0.64 0.32 -1.00
H -0.95 -0.10 -0.54
H 1.08 -0.07 0.17
H -1.03 0.04 0.33
H 0.18 0.92 -0.65
H -1.17 0.23 -0.23
H 0.45 0.79 -0.49
H 0.26 -0.06 1.01
H -0.63 -0.76 -0.18
H 0.39 -0.22 -0.08
H -0.21 -0.57 -0.08
H 0.58 0.48 0.59
H 0.70 -0.51 -0.48
H -0.35 -0.74 0.78
H -0.83 -0.53 0.42
H -0.27 0.99 -0.23
H 0.54 -0.08 0.96

The HOMO energy comes out at -7.683 eV. As for the gap between HOMO and LUMO: 6.9 eV.

Results of the Mulliken charge analysis, in e, for atoms 1 through 4: C -0.86; C -0.73; C 0.10; C -0.48

---

(4)
Below is a structure of composition C38H31IN9O4Rb, with properties calculated with ωB97M-V/def2-TZVPD.

Element x y z (Å)
Rb 0.2081 0.0938 -0.3884
C 1.0275 -5.2736 -0.6328
O -0.3917 -5.0477 -0.4778
C -0.5550 -3.7071 -0.5810
N 0.4716 -2.9706 -0.6385
C 1.6381 -3.8575 -0.5481
C 2.6814 -3.5868 -1.6066
C 3.8032 -4.4086 -1.6632
C 4.7876 -4.2010 -2.6151
C 4.6620 -3.1611 -3.5250
C 3.5477 -2.3386 -3.4759
C 2.5621 -2.5506 -2.5227
C -1.9637 -3.2430 -0.6104
C -3.0171 -4.1389 -0.4663
C -4.3061 -3.6353 -0.4967
C -4.4976 -2.2747 -0.6589
C -3.3755 -1.4643 -0.7886
N -2.1321 -1.9365 -0.7812
C -3.5189 0.0087 -0.9288
N -2.5908 0.8627 -0.8410
C -3.2354 2.1852 -0.9556
C -4.6680 1.8497 -1.4034
O -4.7871 0.4265 -1.1402
C -2.5439 3.1273 -1.9064
C -3.0201 4.4315 -2.0076
C -2.4407 5.3301 -2.8863
C -1.3661 4.9372 -3.6730
C -0.8828 3.6439 -3.5700
C -1.4723 2.7413 -2.6942
H 1.1869 -5.7357 -1.6088
H 1.3441 -5.9520 0.1562
H 2.0872 -3.6857 0.4364
H 3.9179 -5.2184 -0.9507
H 5.6540 -4.8482 -2.6445
H 5.4278 -2.9925 -4.2705
H 3.4448 -1.5291 -4.1866
H 1.6847 -1.9191 -2.4899
H -2.8156 -5.1911 -0.3347
H -5.1529 -4.2998 -0.3920
H -5.4843 -1.8384 -0.6825
H -3.2220 2.6259 0.0472
H -4.7991 1.9938 -2.4774
H -5.4565 2.3577 -0.8541
H -3.8397 4.7585 -1.3768
H -2.8191 6.3421 -2.9474
H -0.8978 5.6401 -4.3489
H -0.0278 3.3322 -4.1551
H -1.0640 1.7424 -2.6099
N -1.3533 -0.9394 2.9775
C -0.0513 -0.9658 3.3455
N 0.2086 -1.3245 4.6008
C 1.5054 -1.3519 4.8995
N 1.8521 -1.7239 6.1469
N 2.5062 -1.0417 4.0602
C 2.1177 -0.6972 2.8402
N 0.8582 -0.6513 2.4109
C 3.2013 -0.3066 1.8845
C 4.4848 -0.0594 2.3556
C 5.4515 0.3454 1.4489
C 5.0995 0.4885 0.1188
C 3.7915 0.2127 -0.2537
N 2.8616 -0.1880 0.6033
H -2.0422 -0.9770 3.7084
H -1.6105 -0.4991 2.1110
H 1.1389 -1.8225 6.8456
H 2.8120 -1.6155 6.4189
H 4.6942 -0.1741 3.4077
H 6.4587 0.5575 1.7810
H 5.8121 0.8175 -0.6244
H 3.4850 0.3326 -1.2861
I -4.6889 4.2373 3.2504
C -2.8278 4.0608 2.3396
C -2.3373 5.0990 1.5605
C -1.1074 4.9617 0.9363
C -0.3788 3.7809 1.0329
C -0.8845 2.7557 1.8257
C -2.0902 2.8940 2.4955
C 0.9215 3.6167 0.2326
O 1.6553 4.5980 0.1210
O 1.0566 2.4589 -0.2518
H -2.9130 6.0084 1.4456
H -0.6879 5.7627 0.3404
H -0.3301 1.8270 1.9153
H -2.4624 2.0979 3.1288

Force components x, y, z for each atom (eV/Å):
Rb -0.17 -0.51 -0.31
C -0.08 -0.05 0.00
O 0.01 0.01 0.00
C 0.04 -0.06 -0.01
N -0.08 -0.06 -0.10
C -0.07 0.11 0.04
C 0.06 -0.02 0.06
C 0.06 -0.02 0.04
C -0.01 0.01 0.00
C 0.01 0.03 -0.04
C 0.04 0.00 -0.04
C -0.13 -0.03 0.06
C 0.09 0.05 -0.04
C 0.06 0.05 -0.01
C -0.01 -0.05 0.00
C 0.00 0.00 -0.01
C 0.15 0.03 -0.04
N -0.13 0.08 0.21
C -0.16 -0.22 -0.03
N -0.25 0.05 -0.02
C 0.18 0.01 0.07
C -0.12 -0.19 -0.03
O 0.06 0.14 0.02
C 0.00 0.03 0.03
C -0.04 0.05 0.00
C -0.01 0.01 -0.01
C 0.03 -0.02 0.00
C 0.01 0.00 0.03
C 0.12 -0.03 -0.02
H 0.04 0.02 0.03
H 0.04 0.03 -0.02
H 0.05 -0.03 -0.03
H -0.02 0.00 0.02
H 0.01 -0.01 0.00
H 0.01 -0.01 0.00
H -0.02 0.02 0.00
H 0.01 0.01 -0.01
H -0.01 -0.01 0.00
H -0.02 0.01 0.00
H -0.02 0.02 0.00
H -0.04 0.05 -0.05
H -0.01 0.06 0.03
H 0.05 0.04 0.01
H -0.02 -0.03 0.02
H 0.00 0.01 0.00
H 0.00 0.01 0.00
H 0.01 0.02 -0.02
H -0.10 0.02 0.00
N -0.16 0.03 -0.03
C 0.04 -0.05 -0.01
N -0.04 0.00 0.02
C 0.00 0.10 -0.06
N 0.08 -0.03 0.04
N -0.04 -0.03 0.01
C 0.03 -0.02 0.00
N 0.05 0.00 0.14
C -0.02 -0.05 0.06
C -0.03 0.04 -0.05
C -0.06 -0.02 0.02
C -0.02 0.02 -0.04
C 0.08 -0.01 0.08
N 0.19 -0.03 0.00
H 0.03 -0.04 0.01
H 0.05 0.03 -0.02
H -0.02 0.00 -0.03
H -0.01 -0.01 0.02
H 0.02 0.00 0.01
H 0.02 0.00 0.00
H 0.02 0.01 0.01
H -0.03 -0.01 -0.01
I -0.18 0.01 0.09
C 0.29 -0.07 -0.13
C -0.11 0.08 0.04
C 0.18 -0.09 -0.07
C -0.02 0.16 0.02
C 0.03 -0.08 -0.10
C -0.14 0.00 0.11
C -0.11 -0.08 -0.06
O -0.06 0.12 0.03
O 0.30 0.32 0.03
H 0.01 0.02 0.00
H -0.05 0.03 0.01
H 0.08 0.07 0.04
H 0.00 -0.01 -0.01

The energy relative to the best compared isomer or geometry (same formula, charge and spin) comes out at 31.5 kcal/mol. The HOMO energy comes out at -7.524 eV. As for the gap between HOMO and LUMO: 7.2 eV.

Results of the Mulliken charge analysis, in e, for atoms 1 through 4: Rb 0.78; C -0.56; O -0.44; C -0.28

---

(5)
Below is a structure of composition C6H12Cl3DyO2Ti at a distorted geometry, with properties calculated with ωB97M-V/def2-TZVPD.

Element x y z (Å)
Dy -0.5872 1.0859 1.9616
Cl -0.0065 2.7117 -0.0821
C -2.6813 0.1917 1.6144
H -2.9546 -0.4775 2.4682
H -2.8722 -0.3075 0.6269
H -3.3151 1.1135 1.6959
Ti 0.1899 0.8859 -2.2039
C 2.1795 1.2058 -2.9558
C -1.0101 0.7016 -3.9086
C 0.3155 -1.1149 -2.0674
H -1.3963 -0.3309 -3.8367
H -1.8669 1.3766 -3.7457
H -0.6258 0.8663 -4.9341
H 2.9079 0.4504 -2.6042
H 2.3286 1.3573 -4.0422
H 2.4527 2.1628 -2.4624
H -0.5226 -1.7232 -1.6740
H 1.2868 -1.4222 -1.6418
Cl -0.5127 -2.4689 4.7225
C 1.0651 -1.6651 4.4762
Cl 2.4059 -2.7534 4.1042
C 0.7955 -0.6276 3.3592
O 0.5110 0.6135 3.7613
O 0.5962 -0.7960 2.0051
H 1.3166 -1.0358 5.3636

Force components x, y, z for each atom (eV/Å):
Dy -0.90 1.72 -2.31
Cl 0.18 0.43 -0.55
C -1.59 -0.49 -0.08
H -0.09 0.19 -0.54
H 0.04 0.32 0.86
H 0.04 -0.48 -0.10
Ti 0.44 -2.38 -0.03
C 0.72 0.79 0.16
C -0.95 0.25 -0.84
C 0.04 1.14 1.18
H 0.15 0.39 -0.08
H -0.36 0.24 -0.27
H -0.10 0.01 0.33
H -0.27 0.16 -0.09
H -0.13 -0.16 0.22
H 0.35 0.02 -0.14
H 0.14 -0.11 -0.28
H -0.04 -0.23 0.01
Cl 0.38 -0.24 0.25
C -0.30 1.53 -0.55
Cl -0.31 0.00 0.08
C -1.80 3.47 -4.68
O 2.37 -3.88 2.00
O 2.27 -1.81 6.07
H -0.26 -0.88 -0.63

The multiplicity is 8. The energy relative to the best compared isomer or geometry (same formula, charge and spin) comes out at 6.3 kcal/mol. As for the total charge: -2. The HOMO energy (spin up / spin down) comes out at 1.355 / 1.343 eV. As for the gap between HOMO and LUMO (spin up / spin down): 2.9 / 2.9 eV.

Results of the Mulliken charge analysis, in e, for atoms 1 through 4: Dy 0.82; Cl -0.61; C -1.03; H 0.20

---

(6)
Below is the ion CH4NS3 with charge +1 at a distorted geometry, with properties calculated with ωB97M-V/def2-TZVPD.

Element x y z (Å)
C -0.0990 0.1502 -0.4113
N -1.4406 -0.0405 0.2503
S 0.8951 1.4004 0.0298
S 3.0271 0.4439 0.1085
S 3.0648 -1.4524 0.0004
H -0.3517 -0.2334 -1.3678
H -1.2503 0.2522 1.1776
H -1.6971 -0.9956 0.3981
H -2.1483 0.4752 -0.1857

Force components x, y, z for each atom (eV/Å):
C -1.12 0.20 -0.64
N 2.58 -0.24 1.57
S -0.12 -0.84 0.13
S 0.00 -0.48 -0.06
S -0.29 0.80 0.01
H 1.37 -0.40 -1.25
H -0.51 1.07 1.57
H -0.29 -1.15 -0.61
H -1.60 1.05 -0.71

The energy relative to the best compared isomer or geometry (same formula, charge and spin) comes out at 29.0 kcal/mol. As for the total charge: +1. The HOMO energy (spin up / spin down) comes out at -12.756 / -12.805 eV. As for the gap between HOMO and LUMO (spin up / spin down): 6.3 / 7.0 eV.

Results of the Mulliken charge analysis, in e, for atoms 1 through 4: C -0.31; N -0.30; S -0.10; S 0.20

---

Sequential calculated total energy output: -364.1495, -728.7618, -2545.5652, -2582.3764, -3501.2048, -1289.4614 Ha